Entry 1:
Density functional theory data (ωB97M-V with the def2-TZVPD basis set) for C4H8N2O as an isolated structure.

The highest occupied orbital energy comes out at -9.38 eV. The max |F| comes out at 0.01481 hartree/bohr. The value obtained for the total energy is -341.9027 Eh. Its net charge is 0.

Geometry as XYZ:
```
15
Properties=species:S:1:pos:R:3:forces:R:3
C 1.8515 -0.2360 0.4203 -0.16 0.34 0.03
C 0.8415 -0.3669 -0.7132 0.02 0.36 0.04
O 0.0086 -1.5199 -0.4543 -0.10 -0.15 0.50
C -0.9275 -0.7032 0.1608 -0.28 -0.14 0.39
N -1.5052 -0.7830 1.2764 -0.12 -0.16 -0.49
C -0.6907 0.4904 -0.6750 0.08 -0.32 -0.25
N -1.2698 1.7464 -0.2806 0.54 0.02 0.01
H 1.3050 -0.0933 1.3571 0.16 0.15 0.00
H 2.5040 0.6183 0.2341 -0.07 0.08 0.14
H 2.5040 -1.1184 0.5714 -0.52 0.26 -0.49
H 1.3330 -0.4653 -1.6966 -0.46 0.27 0.29
H -1.3292 -1.6548 1.7702 0.05 -0.06 -0.16
H -0.9485 0.3040 -1.7158 -0.14 -0.16 0.06
H -2.0158 2.0312 -0.9159 0.56 -0.16 0.16
H -1.6609 1.7503 0.6611 0.43 -0.32 -0.21
```
Forces are in eV/Å.

Entry 2:
Density functional theory data (ωB97M-V with the def2-TZVPD basis set) for C50H48I2N4O6ReSSi as an isolated structure.

The highest occupied orbital energy (alpha / beta) comes out at -5.94 / -5.94 eV. Its multiplicity is 4. The max |F| comes out at 0.01570 hartree/bohr. The value obtained for the total energy is -3966.0411 Eh. Its net charge is 0.

Geometry as XYZ:
```
113
Properties=species:S:1:pos:R:3:forces:R:3
Re -0.1883 0.0587 0.1597 0.31 -0.16 -0.08
I 4.2559 -0.3676 6.4717 0.01 -0.01 0.01
C 3.2325 0.0589 4.7115 -0.01 0.05 -0.06
C 3.6719 1.0741 3.8751 -0.02 -0.13 0.08
C 3.0185 1.3035 2.6793 0.06 0.18 0.11
I 3.7885 2.7708 1.4271 0.16 -0.05 0.17
C 1.9336 0.5240 2.2782 0.03 0.05 0.21
O 1.3936 0.7352 1.0735 -0.11 -0.16 -0.29
C 1.4796 -0.4720 3.1505 0.05 -0.12 0.14
C 0.4487 -1.4704 2.7269 0.17 -0.05 0.15
N -0.7148 -0.8471 2.0592 -0.24 -0.29 -0.33
C -1.4502 0.0310 2.9773 -0.19 0.05 0.15
C -1.7374 1.3667 2.3673 -0.06 0.02 0.06
C -2.4536 2.3144 3.0864 0.10 -0.13 -0.11
C -2.6888 3.5577 2.5396 0.04 -0.05 -0.07
C -2.1969 3.8215 1.2715 0.05 -0.11 -0.06
C -1.4980 2.8368 0.6084 0.03 0.16 0.15
N -1.2625 1.6214 1.1325 -0.10 0.03 0.12
C 2.1314 -0.6975 4.3549 0.04 0.14 -0.07
H 4.5383 1.6641 4.1337 0.01 0.02 0.03
H 0.0924 -2.0343 3.5973 0.08 0.01 -0.09
H 0.9062 -2.1739 2.0302 0.01 0.12 0.03
H -1.3715 -1.5699 1.7152 0.03 0.15 0.24
H -0.8406 0.1959 3.8742 -0.10 -0.05 -0.13
H -2.3883 -0.4471 3.2874 0.14 0.09 -0.07
H -2.8122 2.0572 4.0723 -0.01 -0.02 0.05
H -3.2420 4.3047 3.0879 -0.04 0.06 0.04
H -2.3462 4.7745 0.7887 0.00 0.04 -0.02
H -1.1142 3.0194 -0.3739 0.18 0.06 0.00
H 1.8005 -1.5065 4.9901 -0.02 -0.07 0.05
C 1.2487 2.5983 -4.0058 -0.05 -0.15 0.20
Si 0.4492 2.1840 -2.3564 0.14 0.19 0.10
C 1.4426 3.2036 -1.1426 -0.39 -0.15 -0.15
C -1.3665 2.6701 -2.5822 0.29 -0.21 -0.13
N 0.4235 0.5216 -1.7346 0.17 0.13 0.02
C 0.5050 -0.5869 -2.5825 -0.28 -0.12 -0.14
C 0.5933 -0.5322 -3.9796 -0.10 -0.22 0.11
C 0.5540 -1.6717 -4.7620 -0.01 -0.11 0.12
C 0.4030 -2.9225 -4.1788 0.01 0.15 -0.08
C 0.3506 -3.0179 -2.8008 -0.05 -0.06 -0.07
C 0.4525 -1.8711 -2.0405 -0.16 0.06 -0.53
O 0.4466 -1.9335 -0.6451 -0.06 0.60 0.36
C 0.8209 -3.1934 -0.1214 0.05 -0.26 0.36
C -0.0888 -3.8673 0.6645 0.02 -0.12 -0.11
C 0.2629 -5.1165 1.1691 -0.03 0.04 0.01
C 1.4913 -5.6674 0.8512 0.03 0.04 -0.07
C 2.3782 -4.9724 0.0364 -0.04 -0.03 0.00
C 2.0590 -3.7160 -0.4493 0.03 0.01 0.11
H 1.3192 3.6863 -4.0156 0.02 0.14 0.02
H 0.6659 2.3058 -4.8717 -0.10 0.01 -0.17
H 2.2575 2.2087 -4.1123 0.13 -0.09 0.02
H 1.1842 4.2595 -1.1808 -0.07 0.19 -0.05
H 2.4858 3.1102 -1.4425 0.07 -0.02 -0.03
H 1.4034 2.8715 -0.1127 -0.14 -0.03 0.10
H -1.5209 3.7458 -2.6308 0.00 0.20 0.00
H -2.0336 2.2638 -1.8253 -0.10 -0.05 -0.11
H -1.6849 2.2565 -3.5411 0.04 -0.03 -0.03
H 0.6810 0.4148 -4.4635 -0.01 0.24 -0.14
H 0.6275 -1.5750 -5.8353 -0.01 0.00 -0.07
H 0.3326 -3.8156 -4.7802 0.00 -0.05 -0.06
H 0.2349 -3.9794 -2.3211 0.03 0.02 -0.04
H -1.0651 -3.4490 0.8647 -0.03 -0.01 -0.03
H -0.4375 -5.6504 1.7961 -0.02 -0.04 0.01
H 1.7630 -6.6410 1.2309 0.03 -0.06 0.04
H 3.3329 -5.4044 -0.2211 0.10 -0.01 0.05
H 2.7503 -3.1664 -1.0699 -0.04 0.03 0.03
O 4.9166 -6.5219 5.6391 -0.18 0.01 -0.04
C 5.7710 -5.5719 5.1648 -0.11 -0.02 -0.02
O 6.9017 -5.5621 5.5667 0.17 -0.01 0.05
C 5.2278 -4.6243 4.1684 -0.04 0.01 -0.02
C 6.1299 -3.8333 3.4510 -0.03 -0.08 0.10
C 5.6962 -2.9359 2.5076 0.10 0.14 -0.08
C 4.3285 -2.7519 2.2267 -0.11 0.06 -0.03
S 3.7835 -1.6020 1.0632 0.05 0.02 -0.20
C 3.4342 -3.5510 2.9633 -0.09 0.03 -0.09
C 3.8680 -4.4596 3.9025 0.15 -0.06 0.08
H 4.0701 -6.4454 5.1796 0.14 -0.04 0.06
H 7.1828 -3.9484 3.6588 0.11 -0.01 0.02
H 6.4105 -2.3349 1.9605 0.02 0.01 -0.01
H 2.3742 -3.4483 2.7755 -0.06 -0.04 -0.01
H 3.1140 -5.0170 4.4453 -0.09 -0.07 0.08
C -8.4568 1.0150 -1.3043 -0.05 -0.01 0.01
C -7.1273 1.3565 -1.9227 -0.06 0.08 -0.02
C -6.9390 2.6430 -2.4098 0.05 -0.01 -0.01
C -5.7272 3.0182 -2.9664 -0.04 -0.05 0.04
C -4.7088 2.0939 -3.0525 -0.02 0.12 -0.09
C -4.8781 0.8005 -2.5617 0.07 0.12 -0.31
N -3.7475 -0.0340 -2.6643 0.32 0.25 0.20
C -3.7714 -1.4269 -2.7414 0.03 0.19 -0.45
C -4.3566 -2.0470 -3.8430 -0.07 -0.09 0.00
C -4.3545 -3.4250 -3.9613 0.04 0.08 0.07
C -3.7597 -4.2119 -2.9798 0.03 0.04 0.04
C -3.1951 -3.6006 -1.8750 -0.10 -0.06 -0.07
C -3.1957 -2.2138 -1.7559 0.09 -0.50 0.20
C -2.6219 -1.6096 -0.5328 -0.43 -0.37 0.18
O -2.8010 -2.1124 0.5767 0.33 0.12 -0.02
O -1.9391 -0.5282 -0.7493 0.65 0.36 0.32
C -6.0887 0.4168 -1.9800 -0.12 -0.05 0.07
C -6.2694 -0.9459 -1.3671 -0.05 -0.04 0.12
H -9.1369 1.8590 -1.3921 -0.04 0.03 0.01
H -8.3592 0.7753 -0.2444 -0.01 -0.01 0.03
H -8.9244 0.1583 -1.7895 -0.02 -0.04 -0.02
H -7.7508 3.3535 -2.3515 -0.07 0.06 0.00
H -5.5872 4.0162 -3.3533 0.01 0.11 -0.03
H -3.7651 2.3505 -3.5159 -0.15 -0.02 -0.01
H -2.9195 0.3338 -2.2025 -0.37 -0.23 -0.18
H -4.8113 -1.4244 -4.5998 -0.02 0.05 -0.08
H -4.8031 -3.8872 -4.8295 -0.03 -0.02 -0.03
H -3.7412 -5.2879 -3.0739 -0.01 -0.04 -0.01
H -2.7532 -4.1928 -1.0861 0.03 -0.03 0.07
H -6.1891 -1.7470 -2.0993 -0.05 -0.04 0.00
H -7.2404 -1.0353 -0.8919 -0.02 0.00 0.05
H -5.5133 -1.1380 -0.6021 0.01 0.00 -0.02
```
Forces are in eV/Å.

Entry 3:
Density functional theory data (ωB97M-V with the def2-TZVPD basis set) for C4H6O7Yb as an isolated structure in a non-equilibrium geometry.

The highest occupied orbital energy (alpha / beta) comes out at -21.89 / -21.89 eV. Its multiplicity is 2. The max |F| comes out at 0.08229 hartree/bohr. The value obtained for the total energy is -1840.1705 Eh. Its net charge is +3.

Geometry as XYZ:
```
18
Properties=species:S:1:pos:R:3:forces:R:3
O -0.5589 0.8676 -1.2125 0.15 -1.27 1.56
C -0.0289 0.6929 0.0303 1.16 3.56 -1.98
C 1.1993 -0.2185 0.0189 -0.24 0.10 -0.40
O 2.3175 0.6144 -0.3479 -0.01 -1.25 -0.22
C 2.1164 1.8398 0.0178 -0.26 -0.34 1.67
O 0.9295 2.1914 0.2336 -0.46 -0.86 -0.02
O 3.1665 2.5119 0.3181 0.17 0.59 -0.82
H -1.3278 1.4524 -1.1969 -0.01 0.53 -0.01
H -0.6256 1.0114 0.8876 -0.03 -0.88 -0.12
H 1.1267 -0.9944 -0.7483 -0.09 0.12 0.17
H 1.4086 -0.6447 1.0035 0.02 0.07 -0.13
H 3.3280 2.5457 1.2750 0.13 0.45 0.09
O -2.3054 -1.7793 -1.4986 0.09 -0.05 1.64
C -2.1146 -2.0761 -0.2480 0.84 1.62 -2.66
O -1.5823 -1.2666 0.6142 -1.39 -1.40 1.26
O -2.4060 -3.2248 0.1658 -0.63 -0.77 2.14
Yb -2.5210 -2.6941 2.3412 0.41 -0.03 -1.81
H -2.1220 -0.8290 -1.6537 0.17 -0.17 -0.36
```
Forces are in eV/Å.

> Which value of max |F| does entry 1 give?

0.01481 hartree/bohr